Density functional theory data (ωB97M-V with the def2-TZVPD basis set) for a molecular structure, C66H49F9O14V3 at a distorted geometry.

Values from the calculation:
frontier orbital gap (alpha / beta): 6.33 / 5.16 eV
LUMO energy (alpha / beta): -0.0887 / -0.1314 Eh
HOMO energy (alpha / beta): -8.7 / -8.7 eV
charge: 0
2S+1: 2

Cartesian coordinates (Å):
V: 3.085 2.500 1.622
V: 0.371 2.301 4.647
V: -1.419 -3.599 -1.112
F: 4.190 -1.727 6.101
F: -2.988 5.140 -0.418
F: 0.771 3.962 -0.075
F: -0.090 -0.759 -3.922
F: -7.024 4.259 3.761
F: 4.034 0.830 -2.499
F: -2.817 -5.072 -0.211
F: -5.214 -0.519 -5.253
F: 3.600 0.081 1.980
O: 2.761 2.211 4.352
O: -2.536 -3.428 -2.181
O: -0.202 -4.358 -1.816
O: 3.429 2.208 0.159
O: 5.337 1.275 8.053
O: -1.019 1.161 3.523
O: 5.172 2.620 2.780
O: -2.206 -2.341 0.806
O: 0.249 3.774 4.055
O: 7.628 1.830 6.575
O: -0.247 -1.551 -1.088
O: 1.149 1.773 1.905
O: 2.875 4.113 1.715
O: 0.345 2.266 6.266
C: 5.199 2.274 4.044
C: -0.941 0.649 2.415
C: -1.768 -1.378 -5.442
C: -5.807 2.419 2.876
C: -5.173 -5.363 -0.704
C: -5.875 2.854 5.240
C: 3.221 5.480 -2.333
C: 3.151 -1.926 5.266
C: 3.920 1.774 6.168
C: -3.688 -0.500 -1.962
C: 2.338 5.385 -1.263
C: -2.554 4.333 -1.413
C: -5.860 -1.728 -3.310
C: 6.557 -1.745 0.691
C: 4.069 -0.249 -3.254
C: 5.954 -2.472 -0.291
C: 0.317 0.960 1.492
C: -6.253 3.222 3.957
C: 5.218 -1.669 -4.756
C: -4.950 1.339 3.089
C: -0.813 0.527 -7.267
C: -6.633 -5.971 1.138
C: 3.762 -1.640 0.323
C: 6.526 1.865 6.023
C: 5.179 -0.483 -4.022
C: 1.934 -1.287 5.627
C: -0.351 -0.891 0.023
C: 3.923 2.087 4.864
C: -1.616 2.841 -3.475
C: -4.222 -5.751 1.529
C: -2.295 -1.282 -6.720
C: -1.922 3.068 -1.139
C: 4.303 -0.844 1.277
C: 6.457 2.125 4.567
C: -5.053 1.763 5.479
C: -1.400 2.348 -2.195
C: -1.847 -0.365 -7.629
C: -0.677 -0.563 -5.086
C: 1.889 3.119 -2.016
C: -5.045 -0.837 -3.964
C: -6.486 -5.530 -0.169
C: 5.171 1.574 6.879
C: -2.845 4.675 -2.718
C: 0.465 0.131 0.303
C: -5.628 -1.915 -1.872
C: -4.045 -5.445 0.197
C: 3.000 -1.111 -3.283
C: 2.180 -2.758 3.220
C: 1.639 4.166 -1.093
C: -1.532 -1.211 0.946
C: 0.827 -1.424 4.822
C: -3.990 -0.254 -3.329
C: 4.077 -2.506 -4.848
C: 2.804 3.235 -3.088
C: -1.774 -0.476 2.030
C: 2.955 -2.212 -4.070
C: 3.407 4.457 -3.264
C: 0.970 -2.180 3.657
C: -0.220 0.463 -6.001
C: -4.534 -1.328 -1.267
C: -5.486 -6.075 1.973
C: 5.663 -0.913 1.467
C: -4.598 0.974 4.413
C: 3.286 -2.625 4.077
C: -2.404 3.947 -3.758
C: 4.547 -2.442 -0.471
H: -1.232 2.228 -4.277
H: -4.555 0.758 2.269
H: 1.873 -0.794 6.585
H: -3.366 -5.747 2.189
H: -2.540 4.223 -4.793
H: 6.024 0.187 -3.959
H: -0.756 1.502 -2.005
H: 2.234 -3.335 2.308
H: -6.633 -2.288 -3.816
H: -1.670 2.641 -0.180
H: -7.614 -6.156 1.549
H: 1.269 0.326 -0.391
H: 4.148 -3.446 -5.375
H: -4.624 1.610 6.459
H: -3.534 5.490 -2.882
H: -5.168 -4.888 -1.674
H: -2.525 -0.864 2.702
H: 2.689 -1.762 0.304
H: 3.806 6.387 -2.343
H: 2.939 2.418 -3.781
H: -7.395 -5.279 -0.696
H: -0.413 1.288 -7.921
H: 2.108 -0.809 -2.753
H: 7.627 -1.706 0.827
H: 2.964 1.720 6.668
H: -4.438 -1.488 -0.203
H: -3.300 0.341 -3.909
H: 0.617 1.086 -5.723
H: 2.073 -2.831 -4.008
H: 3.997 -3.002 -1.213
H: -2.237 -2.131 -4.827
H: 2.205 6.140 -0.502
H: 1.427 2.143 -1.980
H: 0.085 -2.435 3.093
H: 6.058 -0.279 2.246
H: 6.110 -1.937 -5.303
H: -2.277 -0.224 -8.610
H: 4.105 4.603 -4.076
H: 6.618 -3.080 -0.888
H: -2.775 -0.072 -1.574
H: -6.277 3.554 5.957
H: 4.241 -3.043 3.793
H: -3.873 0.185 4.548
H: -6.268 -2.518 -1.245
H: 7.346 2.350 3.997
H: -5.627 -6.334 3.011
H: -6.140 2.663 1.878
H: -3.064 -1.994 -6.980
H: -0.122 -1.052 5.181

Density functional theory data (ωB97M-V with the def2-TZVPD basis set) for a molecular structure, C4H7N3.

Values from the calculation:
frontier orbital gap: 8.73 eV
LUMO energy: 0.0271 Eh
HOMO energy: -8.0 eV
charge: 0
energy relative to the best compared isomer or geometry (same formula, charge and spin): 110.6 kcal/mol

Cartesian coordinates (Å):
N: -1.093 0.392 -1.149
N: -2.207 0.056 -0.534
N: 1.121 0.721 -0.283
C: 2.249 0.151 0.431
C: -1.981 -0.459 0.737
C: -0.110 0.118 -0.127
C: -0.649 -0.460 1.083
H: 2.637 -0.769 -0.032
H: -2.855 -0.783 1.295
H: 3.056 0.888 0.480
H: 1.916 -0.090 1.443
H: -0.356 -0.760 -1.016
H: 1.309 1.042 -1.224
H: -3.037 -0.047 -1.103

no.,molar mass (g mol⁻¹)
1,1389.9
2,97.1